Entry 1:
C2H4ClNO3S in the gas phase at a distorted geometry, computed with wB97M-V/def2-TZVPD.

ORCA input file:
```
! wB97M-V def2-TZVPD RIJCOSX def2/J DEFGRID3
* xyz 0 1
C -0.19 0.85 -0.50
C 1.73 -0.50 0.31
N 1.11 0.73 -0.27
O -0.77 -0.33 0.02
O -2.92 -1.18 -1.05
O -0.83 1.68 -1.06
S -2.27 -1.06 0.16
Cl -3.12 0.55 1.10
H 2.04 -0.18 1.36
H 1.01 -1.31 0.39
H 2.59 -0.87 -0.27
H 1.61 1.63 -0.18
*
```

As for the energy above the lowest of the compared OMol25 structures with the same formula, charge and spin: 0.000 eV. The calculation puts the total energy at -1217.444524 Ha. Its molar mass is 157.578 g mol⁻¹. Its HOMO energy is -10.43 eV.


Entry 2:
C5H6N2S2 as an isolated structure at a distorted geometry, computed with wB97M-V/def2-TZVPD.

ORCA input file:
```
! wB97M-V def2-TZVPD RIJCOSX def2/J DEFGRID3
* xyz 0 1
C -0.87 1.26 -0.37
C -1.63 0.33 -1.15
C 1.97 -0.65 0.12
C -0.77 -0.23 1.37
C -1.56 -1.13 0.60
N -0.45 0.94 0.77
N -2.00 -0.77 -0.58
S 2.91 0.69 0.55
S 1.60 -0.77 -1.47
H -0.63 2.27 -0.69
H -2.04 0.45 -2.19
H -0.38 -0.38 2.34
H 3.05 0.21 1.90
H -1.69 -2.17 0.92
H 2.49 -0.03 -2.12
*
```

As for the energy above the lowest of the compared OMol25 structures with the same formula, charge and spin: 1.966 eV. The calculation puts the total energy at -1099.886409 Ha. Its molar mass is 158.251 g mol⁻¹. Its HOMO energy is -8.69 eV.


Entry 3:
A 4-piece molecular cluster, C2H15N2O3 overall at a distorted geometry, computed with wB97M-V/def2-TZVPD.

ORCA input file:
```
! wB97M-V def2-TZVPD RIJCOSX def2/J DEFGRID3
* xyz 1 1
N 0.17 0.52 0.36
C -1.23 0.81 -0.27
C -1.48 0.14 -1.63
N -2.50 -0.90 -1.44
H 0.13 0.40 1.38
H 0.58 -0.33 -0.03
H 0.86 1.30 0.22
H -1.94 0.54 0.51
H -1.17 1.92 -0.30
H -1.82 0.98 -2.24
H -0.64 -0.31 -2.18
H -2.63 -1.47 -2.26
H -3.37 -0.39 -1.29
H 0.29 -1.41 3.31
H 1.57 -0.44 2.93
O 1.17 -1.32 2.95
H 2.30 -2.39 -0.89
H 0.98 -2.19 -0.20
O 1.60 -2.89 -0.45
H 3.02 2.21 0.15
H 1.86 3.06 0.69
O 2.23 2.17 0.69
*
```

As for the energy above the lowest of the compared OMol25 structures with the same formula, charge and spin: 1.627 eV. The calculation puts the total energy at -420.153429 Ha. Its molar mass is 115.153 g mol⁻¹. Its HOMO energy is -13.49 eV.


Entry 4:
A 3-piece molecular cluster, H6O3 overall at a distorted geometry, computed with wB97M-V/def2-TZVPD.

ORCA input file:
```
! wB97M-V def2-TZVPD RIJCOSX def2/J DEFGRID3
* xyz 0 1
O -1.91 1.68 0.30
H -1.49 0.82 0.32
H -1.88 1.99 1.21
O -0.59 -0.61 0.50
H 0.36 -0.60 0.39
H -0.88 -1.43 0.11
O 1.90 -0.87 -0.75
H 2.86 -0.87 -0.81
H 1.63 -0.11 -1.27
*
```

Its structure (SMILES) is O.O.O. As for the energy above the lowest of the compared OMol25 structures with the same formula, charge and spin: 0.286 eV. The calculation puts the total energy at -229.314576 Ha. Its molar mass is 54.045 g mol⁻¹. Its HOMO energy is -10.48 eV.


no.,HOMO-LUMO gap (Eh)
1,0.3953
2,0.3193
3,0.3653
4,0.4027